1.
Entry from the OMol25 dataset: 3 unconnected molecules or ions with the total composition C11H27FNO4S at a distorted geometry (ωB97M-V/def2-TZVPD).

The calculation puts the HOMO energy at -3.25 eV. As for the net charge: -1. Its gap between HOMO and LUMO is 6.05 eV. Its LUMO energy is 2.80 eV.

Each line ends with the Mulliken charge.
Geometry (Å):
C 2.05791 -1.92175 0.41293  -1.340
C 0.85550 -0.96024 0.58463  0.171
C 0.16092 -1.23694 1.96440  -1.062
C -0.99370 -2.23153 1.71675  -0.763
C -2.05390 -1.75844 0.67706  -0.198
N -2.16826 -0.31768 0.50443  -0.659
S 1.45206 0.72803 0.71466  1.021
O 2.27532 1.11772 -0.45616  -0.662
O 2.19128 1.00676 1.97775  -0.658
F 0.12916 1.71539 0.67598  -0.291
H 2.10686 -2.65166 1.23300  0.273
H 1.89405 -2.50591 -0.50035  0.237
H 3.02036 -1.40115 0.36368  0.469
H -0.18154 -0.32246 2.46132  0.459
H 0.88556 -1.70309 2.65214  0.473
H -1.45452 -2.52139 2.67429  0.396
H -0.53147 -3.14733 1.31860  0.188
H -1.81097 -2.21722 -0.27727  0.162
H -3.03505 -2.12890 1.00822  0.239
H -1.61735 0.00400 -0.26738  0.317
H -1.96249 0.19278 1.34207  0.229
C -5.29429 -3.43639 -3.70716  -1.332
C -4.78671 -2.66191 -2.49915  0.445
C -4.97614 -1.16360 -2.67775  -1.247
O -3.40945 -2.94742 -2.28335  -0.486
H -4.74243 -3.15125 -4.60746  0.349
H -5.14490 -4.50813 -3.56522  0.314
H -6.35695 -3.25176 -3.87890  0.369
H -5.31681 -2.99234 -1.60445  0.249
H -4.41296 -0.80451 -3.54415  0.335
H -4.60078 -0.62567 -1.80562  0.303
H -6.02954 -0.91103 -2.81942  0.372
H -2.91935 -2.66157 -3.05869  0.329
C 3.81304 5.06184 0.75630  -1.024
C 4.97666 4.63374 1.63374  0.371
C 5.70909 3.44330 1.03832  -1.057
O 4.50013 4.30079 2.93615  -0.575
H 3.09247 4.25004 0.66681  0.155
H 3.29099 5.91170 1.20079  0.305
H 4.15039 5.34290 -0.24377  0.348
H 5.67080 5.46888 1.75575  0.265
H 5.03911 2.58349 0.95366  0.188
H 6.53725 3.14249 1.68340  0.305
H 6.10501 3.67531 0.04706  0.352
H 3.88564 3.56210 2.84235  0.369

=====

2.
Entry from the OMol25 dataset: a molecular structure, C11H27InO8PS at a distorted geometry (ωB97M-V/def2-TZVPD).

The calculation puts the HOMO energy at -3.78 eV. As for the net charge: -1. Its gap between HOMO and LUMO is 6.34 eV. Its LUMO energy is 2.56 eV.

Each line ends with the Mulliken charge.
Geometry (Å):
C -2.05451 2.95816 1.65360  -0.991
P -1.84309 3.96129 0.07872  -0.035
C -2.72847 3.12096 -1.34419  -0.937
In 0.56940 4.52598 -0.43844  0.551
C 1.96345 2.74604 -0.44958  -1.117
S 1.21667 1.21067 -0.99315  0.941
O 0.94491 1.30618 -2.45632  -0.601
O 2.12741 0.06156 -0.69179  -0.632
H -1.19947 3.05870 2.32252  0.237
H -2.30746 1.90672 1.46131  0.260
H -2.91756 3.36913 2.19360  0.385
H -3.80714 3.25871 -1.18335  0.340
H -2.56413 2.04105 -1.43141  0.245
H -2.48174 3.66648 -2.25397  0.269
H 0.63530 5.31666 -2.03265  -0.336
H 1.14116 5.63478 0.86809  -0.322
H 2.77931 2.92629 -1.15483  0.341
H 2.43350 2.56260 0.52199  0.391
H 0.04682 1.08403 -0.27189  0.035
C 1.73541 -1.39340 -4.22737  -1.080
C 0.27063 -1.18852 -4.55680  -0.093
O -0.31668 -2.38557 -5.10865  -0.347
C -0.57568 -3.35499 -4.24166  0.758
O -0.39391 -3.32650 -3.05767  -0.540
O -1.08723 -4.38757 -4.92278  -0.353
C -1.33271 -5.53487 -4.11539  -0.630
H 2.28267 -1.75308 -5.10347  0.352
H 2.18278 -0.46178 -3.88583  0.306
H 1.86531 -2.13884 -3.44388  0.273
H 0.17376 -0.42198 -5.32376  0.304
H -0.29216 -0.85132 -3.68782  0.255
H -1.96485 -5.28901 -3.26389  0.288
H -0.39019 -5.96352 -3.77525  0.288
H -1.84714 -6.26158 -4.74004  0.214
C 0.26329 -0.53583 6.91915  -1.107
C 0.53898 0.58502 5.93635  -0.182
O 1.28519 0.12835 4.80602  -0.361
C 0.58891 -0.58045 3.91638  0.783
O -0.58042 -0.84196 3.98292  -0.557
O 1.41767 -0.94155 2.94340  -0.334
C 0.81668 -1.77923 1.95231  -0.591
H 1.19600 -1.01747 7.21900  0.284
H -0.23529 -0.14967 7.80941  0.362
H -0.37108 -1.30290 6.47687  0.311
H 1.15654 1.34505 6.41308  0.319
H -0.38210 1.06886 5.60933  0.283
H -0.07628 -1.31666 1.53685  0.250
H 0.57672 -2.75273 2.38135  0.339
H 1.54083 -1.91228 1.15357  0.183

=====

3.
Entry from the OMol25 dataset: a molecular structure, C11H27MgO4 at a distorted geometry (ωB97M-V/def2-TZVPD).

The calculation puts the HOMO energy at -4.34 eV. As for the net charge: -1. Its gap between HOMO and LUMO is 7.15 eV. As for the energy relative to the best compared isomer or geometry (same formula, charge and spin): 0.0 kcal per mole. Its LUMO energy is 2.81 eV.

Each line ends with the Mulliken charge.
Geometry (Å):
Mg -4.51173 -30.86439 -9.45558  0.678
C -7.93750 -31.97647 -8.70816  -1.126
C -7.50804 -30.60620 -9.21476  0.607
C -7.28614 -29.65692 -8.05044  -1.175
O -6.44916 -30.66968 -10.11652  -0.754
H -8.90254 -31.88315 -8.18862  0.455
H -7.19572 -32.41460 -8.03608  0.063
H -8.14175 -32.67930 -9.51840  0.271
H -8.35672 -30.15529 -9.76864  0.269
H -6.92209 -28.67645 -8.34886  0.200
H -6.54931 -30.08011 -7.35264  0.058
H -8.23856 -29.56115 -7.51365  0.503
C -1.84305 -27.95827 -8.11500  -1.362
C -3.28718 -28.33512 -7.69853  0.584
C -4.11276 -27.06645 -7.56142  -1.419
O -3.80595 -29.33638 -8.44422  -0.740
H -1.82624 -27.55804 -9.13033  0.299
H -1.25403 -28.88227 -8.10079  0.285
H -1.29479 -27.28576 -7.44895  0.432
H -3.24181 -28.68655 -6.64549  0.066
H -5.05800 -27.21109 -7.02640  0.296
H -4.39068 -26.63542 -8.53191  0.312
H -3.55657 -26.32157 -6.98714  0.412
C -1.44647 -32.43444 -10.08089  -1.202
C -2.08944 -31.36084 -10.97743  1.149
C -1.44035 -31.43331 -12.34452  -1.551
O -3.48488 -31.41467 -10.96975  -0.594
H -1.63293 -33.40039 -10.55735  0.297
H -1.82116 -32.37862 -9.05332  0.133
H -0.37464 -32.28081 -9.89960  0.396
H -1.88329 -30.39128 -10.49095  -0.110
H -1.81091 -30.72786 -13.09374  0.356
H -1.62696 -32.40704 -12.81499  0.332
H -0.36821 -31.25985 -12.22557  0.370
C -4.20449 -33.50968 -5.98731  -1.511
C -4.52574 -32.22101 -6.72727  0.202
O -4.59663 -32.43968 -8.14882  -0.131
H -4.90146 -34.32521 -6.16690  0.395
H -4.09744 -33.32437 -4.91581  0.395
H -3.19125 -33.85347 -6.23495  0.360
H -3.89007 -31.36741 -6.51641  0.145
H -5.53226 -31.95173 -6.38557  0.201
H -4.83183 -33.36699 -8.23578  0.151

=====

4.
Entry from the OMol25 dataset: a gas-phase ion, C11H27NOP (charge -1) (ωB97M-V/def2-TZVPD).

The calculation puts the HOMO energy at -3.36 eV. As for the net charge: -1. Its gap between HOMO and LUMO is 6.28 eV. As for the energy relative to the best compared isomer or geometry (same formula, charge and spin): 3.2 kcal per mole. Its LUMO energy is 2.91 eV.

Each line ends with the Mulliken charge.
Geometry (Å):
C 3.89140 -2.36158 0.43056  -0.789
O 3.04803 -1.47198 -0.25190  -0.336
C 3.70952 -0.32075 -0.74477  -0.625
C 3.73479 0.82385 0.27791  -0.677
C 2.71603 1.92513 -0.02034  -1.080
C 1.26783 1.40998 -0.04643  -0.044
C 0.24235 2.45883 0.40096  -0.751
C -1.08749 2.44339 -0.36543  -1.258
C -1.74578 1.07304 -0.55516  -0.535
C -1.93583 0.24632 0.72017  -1.134
P -3.68888 -0.52821 0.96037  -0.370
C -3.49134 -1.59013 -0.66603  -0.949
C -2.89919 -2.95121 -0.49368  0.083
N -2.30644 -3.64448 -1.38868  -0.831
H 3.28119 -2.97147 1.09301  0.254
H 4.63090 -1.83718 1.04264  0.367
H 4.40861 -3.02307 -0.27087  0.257
H 3.18293 -0.02245 -1.65112  0.379
H 4.72708 -0.59102 -1.04910  0.370
H 3.48777 0.39320 1.24973  0.435
H 4.74270 1.24081 0.33199  0.370
H 2.79737 2.68651 0.76030  0.464
H 2.96807 2.41500 -0.96472  0.295
H 1.19546 0.53358 0.59906  0.262
H 1.02296 1.05005 -1.04714  0.280
H 0.67906 3.45473 0.28297  0.458
H 0.01880 2.32102 1.45948  0.331
H -0.93579 2.89691 -1.35178  0.343
H -1.79855 3.08287 0.16505  0.368
H -1.17495 0.50129 -1.29386  0.270
H -2.73048 1.24553 -1.00166  0.646
H -1.17779 -0.53997 0.78980  0.284
H -1.78852 0.89094 1.59528  0.349
H -4.29346 0.56760 0.16212  -0.019
H -5.02920 -1.12185 1.14777  0.130
H -3.09286 -1.62056 1.76342  -0.069
H -3.91194 0.26616 2.19400  0.086
H -2.92501 -1.08494 -1.45451  0.229
H -4.50863 -1.73281 -1.04792  0.442
H -2.93824 -3.40835 0.49450  0.470
H -2.29245 -3.10473 -2.25598  0.248